Entry 1:
# C2H5LiO2Tl

A molecular structure, C2H5LiO2Tl in a non-equilibrium geometry (ωB97M-V/def2-TZVPD, the Open Molecules 2025 dataset).

```
11
Properties=species:S:1:pos:R:3
H -4.140 1.426 -2.545
Tl -2.408 1.065 -1.459
O -0.853 -0.347 0.008
C 0.305 0.394 0.213
C 1.490 -0.441 0.743
O 2.541 0.379 0.982
Li -0.422 -2.054 0.236
H 0.070 1.092 1.053
H 0.721 0.757 -0.760
H 1.649 -1.222 -0.067
H 1.048 -1.049 1.595
```

Output
Relative energy (zero: lowest compared OMol25 entry of this formula, charge and spin), kcal per mole: 0.1
HOMO energy, hartree: -0.10095
Net charge: -1

=====

Entry 2:
# C22H24FN3O3

A molecular structure, C22H24FN3O3 (ωB97M-V/def2-TZVPD, the Open Molecules 2025 dataset).

```
53
Properties=species:S:1:pos:R:3
O -0.623 -1.535 -0.375
C -1.228 -1.721 -1.421
C -2.115 -2.879 -1.667
C -2.417 -3.786 -0.739
C -3.326 -4.969 -0.985
C -2.979 -5.944 0.142
C -2.692 -5.011 1.321
C -1.921 -3.846 0.687
N -1.111 -0.865 -2.482
C -0.432 0.405 -2.332
C -1.368 1.479 -1.865
C -0.964 2.913 -1.487
C -2.410 2.908 -0.923
N -2.786 3.876 0.091
C -3.875 3.492 0.938
O -3.696 3.225 2.100
C -5.253 3.565 0.418
C -5.774 4.065 -0.745
C -7.191 3.949 -0.635
C -8.269 4.269 -1.462
F -8.013 4.819 -2.664
C -9.557 4.033 -1.072
C -9.802 3.456 0.190
C -8.783 3.117 1.048
C -7.475 3.372 0.620
N -6.278 3.152 1.239
C -3.204 2.712 -2.226
O -2.402 1.701 -2.854
C -2.161 1.427 -0.545
H -2.535 -2.980 -2.663
H -4.365 -4.641 -0.879
H -3.213 -5.379 -1.988
H -3.770 -6.667 0.342
H -2.075 -6.502 -0.117
H -3.637 -4.649 1.737
H -2.142 -5.493 2.127
H -0.845 -4.038 0.679
H -2.042 -2.893 1.200
H -1.781 -0.944 -3.228
H 0.366 0.274 -1.605
H 0.004 0.697 -3.289
H -0.231 2.960 -0.685
H -0.729 3.595 -2.304
H -3.018 4.759 -0.358
H -5.226 4.474 -1.576
H -10.371 4.292 -1.735
H -10.826 3.276 0.486
H -8.984 2.674 2.014
H -6.118 2.798 2.167
H -4.217 2.340 -2.069
H -3.233 3.613 -2.848
H -3.018 0.754 -0.505
H -1.522 1.318 0.327
```

Output
Relative energy (zero: lowest compared OMol25 entry of this formula, charge and spin), kcal per mole: 62.7
HOMO energy, hartree: -0.31486
Net charge: 0

=====

Entry 3:
# C38H41Cl8N5O10

9 unconnected molecules or ions with the total composition C38H41Cl8N5O10 in a non-equilibrium geometry (ωB97M-V/def2-TZVPD, the Open Molecules 2025 dataset).

```
102
Properties=species:S:1:pos:R:3
Cl -2.089 -3.393 -4.117
C -1.884 -1.910 -5.184
C -3.266 -1.224 -5.269
Cl -3.033 0.151 -6.277
H -1.534 -2.101 -6.198
H -1.172 -1.232 -4.714
H -3.650 -0.940 -4.289
H -4.089 -1.748 -5.754
Cl -4.033 0.720 0.435
C -4.230 -0.414 1.892
C -2.870 -0.598 2.650
Cl -3.104 -0.907 4.440
H -4.571 -1.389 1.544
H -5.047 0.119 2.379
H -2.360 0.362 2.559
H -2.302 -1.408 2.194
Cl 0.517 -6.048 2.931
C 1.379 -4.561 3.557
C 1.275 -4.622 5.108
Cl 2.467 -5.894 5.619
H 0.886 -3.667 3.175
H 2.444 -4.609 3.332
H 0.252 -4.910 5.348
H 1.606 -3.680 5.545
Cl 0.728 3.247 -3.466
C 1.130 2.677 -5.076
C -0.059 1.841 -5.524
Cl 0.229 1.278 -7.194
H 2.052 2.103 -5.165
H 1.069 3.543 -5.735
H -1.040 2.312 -5.458
H -0.117 0.911 -4.959
C 4.926 0.863 -1.294
C 3.800 1.590 -1.725
C 3.148 2.356 -0.815
C 3.431 2.317 0.577
C 4.517 1.605 0.963
C 5.272 0.829 0.093
N 2.595 3.119 1.568
O 1.470 3.441 1.157
O 3.026 3.395 2.660
H 5.578 0.423 -2.034
H 3.507 1.509 -2.761
H 2.282 2.921 -1.130
H 4.757 1.516 2.012
H 6.093 0.178 0.354
C -0.332 -6.443 -4.021
C 0.440 -7.414 -4.720
C 1.234 -8.336 -4.063
C 1.330 -8.244 -2.641
C 0.458 -7.384 -1.958
C -0.305 -6.453 -2.623
N 2.248 -9.185 -2.001
O 2.061 -9.497 -0.793
O 3.134 -9.731 -2.645
H -1.095 -5.827 -4.474
H 0.303 -7.196 -5.768
H 1.908 -8.974 -4.615
H 0.359 -7.429 -0.883
H -0.965 -5.736 -2.159
C -0.584 7.426 -1.367
C -0.252 6.117 -1.559
C -0.832 5.086 -0.866
C -1.782 5.350 0.127
C -2.157 6.657 0.417
C -1.581 7.689 -0.400
N -2.306 4.233 1.022
O -2.137 3.121 0.481
O -2.696 4.342 2.153
H -0.150 8.284 -1.859
H 0.573 5.859 -2.205
H -0.614 4.049 -1.073
H -2.866 6.735 1.228
H -1.656 8.714 -0.068
C -0.240 1.769 5.381
C -0.943 2.641 4.610
C -1.520 3.715 5.217
C -1.495 3.879 6.613
C -0.808 2.943 7.364
C -0.171 1.866 6.783
N -2.241 5.043 7.209
O -2.780 5.812 6.488
O -2.396 5.146 8.368
H 0.243 0.944 4.879
H -1.170 2.426 3.576
H -2.036 4.451 4.618
H -0.857 2.915 8.443
H 0.249 1.081 7.395
C -0.019 0.437 0.882
C 0.329 -0.870 1.217
C 0.563 -1.762 0.162
C 0.581 -1.355 -1.194
C 0.350 0.033 -1.430
C -0.061 0.852 -0.472
N 0.790 -2.249 -2.325
O 0.692 -3.410 -2.104
O 0.849 -1.731 -3.453
H -0.316 1.162 1.626
H 0.248 -1.228 2.232
H 0.554 -2.821 0.377
H 0.235 0.570 -2.360
H -0.352 1.861 -0.727
```

Output
HOMO energy (spin up / spin down), hartree: -0.40915 / -0.40915
Spin multiplicity: 2
Net charge: +1

=====

> Among the records above, which one has the highest net charge?

C38H41Cl8N5O10

=====

> What is the formula in the second record?

C22H24FN3O3

=====

> What is the net charge in the third record?

+1

=====

> net charge of number 2 (C22H24FN3O3)?

0